1.
The following is a quantum chemistry calculation of a structure of composition C24H32AlCaCl2F9N2O13PS2 at a distorted geometry, from the Open Molecules 2025 dataset.

Positions of all 87 atoms, in Å:
C  -2.28  -4.33  -3.50
C  -1.58  -3.82  -2.65
C  -0.50  -3.21  -1.84
C  -0.59  -1.66  -1.73
C  -0.56  -0.89  -3.10
N  -1.59  0.15  -3.25
C  -1.76  1.04  -2.16
O  -0.90  1.84  -1.82
C  -3.18  0.66  -1.66
C  -3.89  0.90  -0.46
C  -5.18  0.35  -0.34
C  -5.76  -0.41  -1.38
C  -7.13  -1.03  -1.23
O  -8.19  -0.20  -1.84
C  -9.30  -1.03  -1.95
C  -9.61  -1.69  -3.29
O  -9.98  -1.24  -0.99
C  -5.08  -0.62  -2.60
C  -3.81  -0.09  -2.71
C  -2.82  -0.18  -3.86
O  -3.03  -0.44  -5.00
H  -3.08  -4.62  -4.16
H  -0.57  -3.66  -0.84
H  0.50  -3.45  -2.23
H  0.30  -1.33  -1.18
H  -1.46  -1.42  -1.10
H  0.41  -0.39  -3.17
H  -0.60  -1.61  -3.93
H  -3.45  1.45  0.37
H  -5.72  0.52  0.59
H  -7.12  -1.97  -1.80
H  -7.43  -1.22  -0.19
H  -9.78  -2.76  -3.09
H  -10.53  -1.26  -3.68
H  -8.77  -1.64  -3.99
H  -5.51  -1.18  -3.42
Cl  -1.52  2.77  0.45
O  4.72  -0.54  -1.82
P  5.33  0.18  -0.66
O  5.00  -0.82  0.57
C  5.66  -2.09  0.64
C  7.14  -1.94  0.95
O  4.13  1.32  -0.39
C  3.14  1.55  -1.40
C  1.92  0.69  -1.21
O  6.37  1.07  0.29
C  7.64  1.46  -0.28
C  7.47  2.21  -1.59
H  5.51  -2.64  -0.30
H  5.17  -2.64  1.43
H  7.68  -1.53  0.08
H  7.58  -2.90  1.20
H  7.30  -1.25  1.78
H  3.57  1.43  -2.39
H  2.84  2.60  -1.31
H  2.18  -0.36  -1.07
H  1.25  0.77  -2.06
H  1.37  0.99  -0.31
H  8.26  0.57  -0.41
H  8.14  2.09  0.47
H  7.04  1.55  -2.38
H  8.45  2.57  -1.94
H  6.80  3.06  -1.48
Al  8.33  1.72  -4.08
C  0.04  2.88  4.09
F  0.14  3.26  2.81
F  1.28  2.82  4.59
F  -0.59  3.86  4.74
S  -0.83  1.27  4.22
O  0.00  0.36  3.48
O  -2.13  1.52  3.66
N  -0.77  1.16  5.80
S  -1.43  -0.13  6.44
O  -0.74  -1.37  6.20
O  -2.86  -0.19  6.38
C  -1.05  0.28  8.18
F  -1.60  1.45  8.55
F  0.27  0.41  8.39
F  -1.49  -0.66  9.02
F  -1.81  4.44  1.36
O  4.00  2.86  3.66
H  4.19  2.27  2.93
H  3.70  2.28  4.36
Ca  4.12  4.07  -0.92
F  8.55  1.25  2.10
Cl  -6.09  -2.76  0.16
F  -3.83  -2.79  -3.82

Values from the calculation:
DFT total energy, eV: -160484.5917
Charge: -1
ΔE to the lowest compared entry with this formula, charge and spin, kcal/mol: 0.0
LUMO energy, eV: -3.6029
HOMO-LUMO gap, eV: 1.213

Mulliken atomic charge list, values in e, 6 entries: atom 1 (C): 0.249, atom 2 (C): -0.621, atom 3 (C): -0.947, atom 4 (C): 0.135, atom 5 (C): -1.184, atom 6 (N): 0.253

2.
The following is a quantum chemistry calculation of a cluster of 4 separate species, C24H32BNO2 in total at a distorted geometry, from the Open Molecules 2025 dataset.

Positions of all 60 atoms, in Å:
N  -2.06  2.12  -4.85
C  -2.38  1.87  -3.44
C  -2.58  0.36  -3.21
O  -3.81  0.10  -2.53
C  -1.41  -0.30  -2.46
B  -0.70  -1.45  -3.25
C  0.53  -2.30  -2.73
C  1.41  -1.48  -1.83
C  0.88  -1.22  -0.49
O  1.98  -2.17  -0.77
H  -2.84  1.85  -5.43
H  -1.86  3.10  -4.99
H  -3.30  2.38  -3.15
H  -1.57  2.23  -2.81
H  -2.72  -0.07  -4.20
H  -3.81  0.60  -1.71
H  -0.69  0.45  -2.13
H  -1.79  -0.74  -1.53
H  -1.14  -1.73  -4.33
H  0.24  -3.16  -2.14
H  1.14  -2.58  -3.59
H  1.99  -0.69  -2.30
H  -0.02  -1.74  -0.20
H  1.43  -0.56  0.18
C  3.57  -4.67  2.19
C  3.35  -3.32  1.95
C  3.60  -2.40  2.96
C  4.06  -2.82  4.20
C  4.27  -4.17  4.44
C  4.03  -5.09  3.43
H  3.39  -5.40  1.41
H  2.99  -2.99  0.98
H  3.43  -1.34  2.77
H  4.25  -2.09  4.98
H  4.62  -4.49  5.41
H  4.20  -6.15  3.62
C  -4.99  -0.04  3.36
C  -3.88  -0.74  2.93
C  -3.04  -0.19  1.97
C  -3.32  1.06  1.44
C  -4.44  1.76  1.87
C  -5.28  1.21  2.83
H  -5.64  -0.47  4.11
H  -3.66  -1.72  3.34
H  -2.17  -0.74  1.63
H  -2.67  1.50  0.70
H  -4.66  2.74  1.45
H  -6.15  1.76  3.16
C  1.74  4.94  -0.26
C  2.23  4.38  0.91
C  2.76  3.10  0.90
C  2.80  2.38  -0.28
C  2.30  2.93  -1.45
C  1.77  4.22  -1.44
H  1.33  5.95  -0.25
H  2.20  4.95  1.83
H  3.15  2.67  1.81
H  3.21  1.38  -0.29
H  2.33  2.37  -2.38
H  1.39  4.65  -2.36

Values from the calculation:
DFT total energy, eV: -31665.8713
SMILES string: NC[C@H](O)CBC[C@H]1CO1.c1ccccc1.c1ccccc1.c1ccccc1
LUMO energy, eV: 0.5219
HOMO-LUMO gap, eV: 9.688

natural (NBO) atomic charge list, values in e, 6 entries: atom 1 (N): -0.837, atom 2 (C): -0.237, atom 3 (C): 0.101, atom 4 (O): -0.717, atom 5 (C): -0.842, atom 6 (B): 0.724

3.
The following is a quantum chemistry calculation of a structure of composition C24H32BrN7O2Se2Y at a distorted geometry, from the Open Molecules 2025 dataset.

Positions of all 69 atoms, in Å:
Y  -0.26  -0.79  0.83
C  3.52  -1.81  0.51
Se  2.45  -0.21  0.85
C  2.68  -0.08  2.81
C  2.18  -1.25  3.63
Se  0.21  -1.50  3.60
C  0.24  -3.39  4.08
H  4.53  -1.63  0.89
H  3.57  -1.95  -0.57
H  3.08  -2.70  0.97
H  2.18  0.85  3.10
H  3.76  0.04  2.98
H  2.43  -1.08  4.68
H  2.63  -2.20  3.33
H  0.65  -3.46  5.09
H  0.87  -3.94  3.38
H  -0.77  -3.78  4.08
C  0.35  -4.06  -0.07
O  0.59  -2.71  -0.52
C  0.76  -2.58  -1.90
C  1.07  -3.65  -2.72
C  1.09  -3.50  -4.11
Br  1.44  -4.99  -5.22
C  0.81  -2.26  -4.67
C  0.54  -1.17  -3.85
C  0.52  -1.31  -2.47
O  0.20  -0.24  -1.63
C  0.14  0.08  -4.54
N  -0.98  0.14  -5.21
C  -0.99  1.34  -5.84
C  -1.93  1.89  -6.72
C  -1.70  3.17  -7.20
C  -0.57  3.89  -6.81
C  0.39  3.36  -5.95
C  0.18  2.06  -5.50
N  0.88  1.23  -4.64
H  -0.37  -4.56  -0.71
H  -0.06  -4.00  0.94
H  1.28  -4.63  -0.05
H  1.27  -4.63  -2.31
H  0.76  -2.14  -5.74
H  -0.05  0.50  -2.22
H  -2.79  1.31  -7.04
H  -2.40  3.61  -7.88
H  -0.43  4.89  -7.19
H  1.24  3.94  -5.63
H  1.83  1.36  -4.34
C  -2.51  1.94  5.54
C  -1.59  3.13  5.31
C  -0.13  2.76  5.55
C  -1.78  3.74  3.89
N  -1.46  2.76  2.89
C  -2.28  1.93  2.24
N  -1.55  1.08  1.55
N  -0.26  1.43  1.80
N  -0.22  2.42  2.59
H  -2.40  1.59  6.57
H  -2.27  1.10  4.88
H  -3.55  2.21  5.39
H  -1.87  3.92  6.00
H  0.18  1.92  4.92
H  0.00  2.47  6.58
H  0.53  3.61  5.35
H  -1.10  4.59  3.77
H  -2.81  4.06  3.75
H  -3.36  1.94  2.28
N  -2.88  -2.02  -1.18
C  -2.21  -1.70  -0.30
H  -3.49  -2.30  -1.93

Values from the calculation:
DFT total energy, eV: -241686.8785
Charge: +3
ΔE to the lowest compared entry with this formula, charge and spin, kcal/mol: 0.0
LUMO energy, eV: -9.6641
HOMO-LUMO gap, eV: 4.729

natural (NBO) atomic charge list, values in e, 6 entries: atom 1 (Y): 1.820, atom 2 (C): -0.753, atom 3 (Se): 0.301, atom 4 (C): -0.557, atom 5 (C): -0.528, atom 6 (Se): 0.264